No. 1
Here is a structure of composition C17H18F7N2O4PdS3Si from the OMol25 dataset. Energies are from the ωB97M-V functional and the def2-TZVPD basis.

## Properties
- largest force on an atom (eV/Å) = 3.17
- molecular weight (u) = 678.0
- energy above the lowest of the compared OMol25 structures with the same formula, charge and spin (kJ/mol) = 116.6
- net charge = +1
- E_HOMO (alpha / beta) (eV) = -10.578 / -12.768
- ⟨S²⟩ = 6.07
- 2S+1 = 5
- electronic energy (a.u.) = -3379.681502

Structure (XYZ):
```
53
Properties=species:S:1:pos:R:3:forces:R:3
Pd -1.090 -0.055 1.434 -2.897 0.060 -1.283
C -4.127 -2.155 -3.019 0.185 0.762 0.035
Si -4.367 -0.277 -3.098 -0.998 0.162 -0.178
C -5.853 0.285 -2.008 0.751 -0.396 -0.687
C -4.579 0.291 -4.903 0.224 -0.218 0.747
C -3.003 0.795 -2.265 -0.171 -0.717 -0.238
C -2.809 2.125 -2.636 0.065 0.210 -0.026
C -2.070 2.997 -1.853 -0.220 -0.174 -0.212
C -1.525 2.523 -0.661 0.047 -0.164 0.274
N -1.675 1.263 -0.320 0.450 -0.069 1.037
C -2.355 0.399 -1.090 -0.115 -0.286 0.066
S -2.338 -1.201 -0.418 0.204 0.489 -0.056
H -4.953 -2.642 -3.526 -0.206 0.014 -0.133
H -4.078 -2.543 -2.008 -0.116 -0.054 0.130
H -3.213 -2.446 -3.525 0.208 -0.084 -0.140
H -6.731 -0.305 -2.243 -0.209 -0.129 -0.036
H -6.091 1.328 -2.192 0.001 0.184 -0.014
H -5.631 0.161 -0.952 0.039 -0.039 0.186
H -5.341 -0.313 -5.387 -0.155 -0.137 -0.003
H -3.663 0.160 -5.472 0.171 -0.022 -0.064
H -4.891 1.327 -4.994 -0.034 0.165 0.068
H -3.266 2.483 -3.546 -0.047 0.095 -0.087
H -1.943 4.032 -2.129 0.045 0.062 -0.056
H -0.980 3.152 0.031 0.070 0.002 -0.041
F 2.490 -2.429 3.695 -0.138 -0.014 0.064
C 2.506 -2.329 2.372 0.469 -0.018 0.190
F 2.574 -3.545 1.852 -0.459 0.347 -0.187
F 3.576 -1.637 2.007 -0.206 0.067 -0.165
S 0.971 -1.370 1.902 1.513 -1.186 0.355
O 0.888 -1.125 0.486 0.454 -0.087 -0.672
O -0.154 -2.130 2.390 -0.221 -0.262 0.349
N 1.177 -0.083 2.771 0.246 -0.030 0.377
S 1.011 1.352 2.148 1.119 1.264 0.052
O 1.178 1.429 0.732 0.738 0.330 -0.382
O -0.227 1.949 2.602 -0.093 0.122 0.386
C 2.426 2.281 2.973 0.348 0.059 0.175
F 2.872 3.237 2.168 -0.340 -0.223 -0.082
F 3.410 1.429 3.222 -0.036 -0.039 -0.131
F 2.039 2.832 4.115 -0.291 -0.155 -0.097
F -0.185 -0.716 6.673 -0.156 0.032 -0.195
C -1.003 -0.524 5.643 -0.188 -0.016 -0.079
C -1.360 0.783 5.296 -0.028 -0.022 -0.003
C -2.169 0.994 4.215 0.008 -0.336 0.151
C -2.641 -0.111 3.423 -0.170 -0.068 0.114
C -3.463 0.097 2.297 -0.073 0.022 0.289
C -2.324 -1.441 3.879 0.000 0.285 0.305
C -1.513 -1.636 4.964 -0.073 0.074 0.004
H -0.992 1.610 5.881 0.085 0.068 0.103
H -2.461 1.995 3.938 0.030 0.036 -0.033
H -3.850 1.085 2.097 0.056 0.111 -0.114
H -3.995 -0.742 1.871 0.027 -0.036 -0.073
H -2.736 -2.291 3.351 0.038 0.013 -0.053
H -1.256 -2.630 5.294 0.051 -0.052 0.060
```
Positions in Å, forces in eV/Å.

No. 2
Here is the molecule C19H19N3O3S from the OMol25 dataset. Energies are from the ωB97M-V functional and the def2-TZVPD basis.

## Properties
- largest force on an atom (eV/Å) = 0.66
- molecular weight (u) = 369.4
- energy above the lowest of the compared OMol25 structures with the same formula, charge and spin (kJ/mol) = 100.6
- SMILES string = CN1C(=O)c2ccccc2Sc2ccc(NC(=O)N3CCOCC3)cc21
- E_HOMO (eV) = -8.456
- electronic energy (a.u.) = -1523.633241

Structure (XYZ):
```
45
Properties=species:S:1:pos:R:3:forces:R:3
C 0.040 0.827 -2.701 -0.008 0.238 -0.349
N 0.863 0.391 -1.586 -0.114 0.022 -0.188
C 1.883 1.222 -1.224 0.085 -0.035 0.024
O 2.135 2.226 -1.863 0.009 0.159 0.039
C 2.657 0.918 0.015 0.339 0.119 0.240
C 3.284 -0.298 0.264 0.027 -0.280 -0.238
C 4.111 -0.459 1.364 0.051 0.071 0.011
C 4.305 0.593 2.239 0.047 0.019 0.030
C 3.673 1.806 2.014 0.003 0.024 0.045
C 2.869 1.970 0.902 -0.121 -0.020 -0.090
H 2.402 2.920 0.693 -0.005 0.098 -0.027
H 3.822 2.630 2.697 0.011 0.070 0.055
H 4.951 0.467 3.096 0.050 -0.007 0.083
H 4.598 -1.409 1.521 0.015 -0.092 0.043
S 2.999 -1.682 -0.823 -0.319 0.234 0.131
C 1.253 -1.753 -0.466 0.497 -0.061 -0.246
C 0.745 -2.857 0.200 -0.170 0.068 -0.070
C -0.595 -2.934 0.517 -0.122 0.077 -0.012
C -1.451 -1.888 0.169 0.448 0.079 -0.212
C -0.946 -0.806 -0.543 0.019 -0.058 0.001
C 0.408 -0.712 -0.848 -0.100 -0.532 0.374
H -1.605 -0.017 -0.862 -0.090 0.140 -0.006
N -2.793 -1.963 0.539 -0.149 -0.417 0.207
C -3.788 -1.002 0.357 -0.031 -0.013 0.174
O -4.871 -1.321 -0.090 -0.277 -0.184 -0.181
N -3.514 0.263 0.770 -0.034 0.150 -0.022
C -4.422 1.335 0.427 -0.072 0.000 -0.174
H -5.236 0.915 -0.163 0.048 0.113 0.123
H -4.835 1.767 1.345 -0.008 -0.062 -0.047
C -3.630 2.399 -0.370 -0.163 0.104 -0.021
O -2.242 2.147 -0.313 0.161 0.064 -0.182
C -1.790 1.960 1.006 0.082 0.040 0.130
H -2.017 2.852 1.607 0.054 -0.065 -0.032
C -2.446 0.703 1.636 0.116 -0.064 0.171
H -1.719 -0.093 1.776 -0.075 0.106 0.049
H -2.873 0.957 2.616 0.085 -0.054 -0.068
H -0.707 1.848 0.939 -0.056 0.017 0.088
H -3.844 3.404 0.020 0.007 -0.072 -0.078
H -3.882 2.370 -1.431 -0.053 0.022 0.100
H -3.178 -2.899 0.528 -0.052 0.224 -0.058
H -0.984 -3.796 1.037 -0.053 -0.091 0.107
H 1.415 -3.661 0.461 0.064 -0.067 0.074
H -0.734 1.523 -2.369 -0.011 -0.020 -0.046
H -0.415 -0.041 -3.173 -0.009 -0.001 0.032
H 0.686 1.342 -3.410 -0.127 -0.063 0.019
```
Positions in Å, forces in eV/Å.